[1]
Here is a 10-piece molecular cluster, C19H59FN23O9 overall in a non-equilibrium geometry from the OMol25 dataset. Energies are from the ωB97M-V functional and the def2-TZVPD basis.

XYZ file:
```
111
Properties=species:S:1:pos:R:3:forces:R:3:mulliken_charge:R:1
C 6.19345 -3.43474 -0.56529 -0.093 0.673 -0.023 -0.8373
C 5.13908 -3.34142 -1.86052 1.485 -1.210 1.791 0.0173
N 3.81109 -2.92138 -1.28493 0.157 1.333 -1.592 -0.0987
C 3.24365 -1.67197 -1.91609 -1.068 1.663 0.272 -0.2117
C 3.25566 -1.49560 -3.55543 0.836 -0.864 -0.399 -0.8292
C 3.79111 -0.18816 -1.42841 0.884 1.215 -1.666 0.0853
C 5.38268 0.02278 -1.10512 -0.359 0.623 1.303 -0.2363
C 5.89249 1.58459 -1.41951 0.883 -1.132 0.063 -0.4413
N 7.15196 1.47974 -2.30500 -0.934 -1.356 0.255 -0.7535
N 2.81453 0.38086 -0.37794 1.056 -3.227 1.617 -0.4100
C 2.00351 -0.83082 0.07091 0.630 1.102 -4.086 -0.1067
N 1.54211 -1.18010 1.33632 0.599 1.011 -1.831 -0.1863
N 1.86548 -1.60134 -1.22403 -0.994 -0.080 0.720 0.3077
C 0.68130 -1.29250 -2.11062 -2.698 -0.036 0.918 -0.2537
C 0.11104 -2.62637 -2.94352 1.801 1.072 -0.571 -0.3412
F -0.28563 -2.10280 -4.29970 0.800 -1.552 2.829 -0.3736
H 6.91181 -4.35668 -0.67875 -1.296 1.989 0.294 0.3244
H 5.58118 -3.49978 0.44439 1.217 -0.120 -2.192 0.2189
H 6.79375 -2.40526 -0.49606 -1.066 -2.473 -0.160 0.1611
H 5.03713 -4.43742 -2.26022 0.316 2.292 0.269 0.4233
H 5.63305 -2.58988 -2.60610 -1.413 -1.648 1.121 -0.1157
H 3.11264 -3.71036 -1.25052 0.969 1.477 -0.393 0.3211
H 2.96751 -2.48446 -4.14032 0.445 2.001 1.347 0.3309
H 4.39623 -1.29135 -3.84474 -2.472 -0.382 0.693 0.1599
H 2.65955 -0.56987 -3.95141 1.086 -1.867 0.922 0.1951
H 3.59227 0.54002 -2.32319 0.467 -1.647 1.311 0.2174
H 6.11397 -0.66607 -1.70435 -1.870 1.124 0.930 -0.0677
H 5.55822 -0.19756 0.03911 -0.329 0.306 -2.202 0.2411
H 5.08128 2.22757 -1.96604 1.553 -1.239 1.114 0.2568
H 6.25313 2.07626 -0.41785 -1.002 -0.779 -2.001 0.3155
H 7.80090 0.78082 -1.83268 -1.053 1.266 -0.689 0.2932
H 6.89263 0.98690 -3.21182 0.321 0.807 1.426 0.2571
H 2.24555 1.11559 -0.86836 0.007 -1.157 1.182 0.3944
H 0.51179 -1.29125 1.51288 1.667 -0.721 -0.320 0.2356
H 2.25459 -1.37413 2.09924 -1.352 1.024 -1.043 0.3208
H 0.81844 -0.35082 -2.80740 0.018 -2.029 1.181 0.1991
H -0.21475 -1.00631 -1.37541 1.876 -0.424 -1.506 0.3947
H -0.77319 -3.16173 -2.38336 1.679 1.184 -1.527 0.2915
H 1.04383 -3.33104 -3.13960 -2.283 1.307 0.376 0.2854
C 0.85437 0.51155 4.89581 -0.047 0.049 0.831 0.6675
O 0.91940 -0.70614 4.95674 0.003 -0.627 -0.407 -0.6840
N 1.19970 1.20416 3.79551 0.409 0.314 -1.699 -0.2735
N 0.43152 1.26967 5.92347 -0.271 -0.322 0.287 -0.2934
H 1.15299 2.20672 3.72628 0.058 -0.153 0.047 0.1663
H 1.52367 0.67146 2.99875 -0.080 0.411 0.328 0.1386
H 0.16176 0.78755 6.77099 0.168 0.501 -0.130 0.1195
H 0.37105 2.27338 5.89223 0.079 -0.177 0.267 0.1847
C -1.67108 2.22990 8.43420 0.034 -0.020 0.292 0.7813
O -0.48554 2.31137 8.15388 0.287 0.093 -0.077 -0.7191
N -2.20969 1.13820 9.00666 0.019 -1.194 0.425 -0.4038
N -2.54487 3.22452 8.19575 -0.380 1.175 -0.564 -0.4503
H -3.18335 1.05242 9.24484 0.163 0.031 -0.052 0.1660
H -1.58621 0.36604 9.20309 -0.281 0.283 0.010 0.2192
H -2.18033 4.06456 7.76571 -0.186 -0.205 0.296 0.2442
H -3.52449 3.17602 8.41950 0.121 0.008 -0.079 0.1649
C -3.83020 1.53887 4.76442 0.005 -0.232 -0.454 0.5381
O -4.78808 2.18337 5.16169 -0.503 0.452 0.447 -0.7518
N -2.57931 1.74210 5.21564 0.969 0.624 0.661 -0.1744
N -3.93989 0.56779 3.83998 -0.448 0.047 -0.478 -0.2306
H -1.77804 1.22167 4.90068 -0.131 0.077 0.146 0.1778
H -2.45275 2.46442 5.91263 0.001 -0.327 -0.171 0.0978
H -4.86473 0.38260 3.47408 0.375 -0.235 0.077 0.2418
H -3.16293 0.02636 3.50048 -0.300 0.029 0.098 0.1000
C 8.66329 -0.53186 -5.73347 -0.176 -0.112 0.142 0.6773
O 7.78497 -1.02743 -5.04522 -0.384 -0.080 0.342 -0.6497
N 8.62285 -0.53577 -7.07807 -0.507 -0.239 -1.256 -0.4115
N 9.75010 0.06248 -5.20884 0.851 0.462 0.969 -0.3703
H 9.33634 -0.13288 -7.66178 -0.127 -0.088 0.119 0.1595
H 7.82138 -0.97348 -7.51350 0.345 0.173 0.130 0.2229
H 9.81958 0.08718 -4.19985 0.035 0.028 -0.422 0.2113
H 10.48369 0.47611 -5.75916 -0.138 -0.078 0.108 0.1653
C 2.26937 2.13059 -5.48383 -0.409 0.252 -0.576 0.5557
O 2.58606 1.41666 -4.54536 0.224 -0.437 0.880 -0.5177
N 2.99398 3.19916 -5.86164 1.038 0.780 0.181 -0.4321
N 1.16752 1.91258 -6.22412 -0.748 -0.660 -0.165 -0.3412
H 2.74943 3.79881 -6.63152 0.025 -0.130 0.142 0.1551
H 3.83158 3.39881 -5.33049 -0.299 -0.020 -0.264 0.2129
H 0.59386 1.11796 -5.97315 0.014 0.359 -0.147 0.1556
H 0.89038 2.48922 -7.00050 0.010 -0.101 0.167 0.1767
C -5.25733 -2.59569 3.96352 -0.173 0.001 -0.266 0.7384
O -5.00380 -1.72797 3.14285 0.046 -0.094 -0.433 -0.6773
N -6.34406 -3.38378 3.87651 -1.047 -0.410 -0.488 -0.4335
N -4.47267 -2.84143 5.02820 1.152 0.154 0.896 -0.3853
H -6.56966 -4.10347 4.54228 0.031 0.146 -0.113 0.1562
H -6.96150 -3.23170 3.08962 0.150 -0.059 0.303 0.2356
H -3.64396 -2.27035 5.13115 -0.339 -0.235 0.045 0.1971
H -4.66483 -3.55146 5.71450 0.026 0.129 -0.134 0.1609
C -2.81946 0.73392 -3.98299 0.257 0.115 -0.821 0.6517
O -2.48401 1.33014 -4.99428 0.117 0.039 0.074 -0.6764
N -2.39064 -0.50818 -3.69500 0.697 -0.906 -0.020 -0.2520
N -3.64785 1.26568 -3.06613 -0.986 1.111 0.874 -0.4712
H -2.65573 -1.01522 -2.86751 -0.139 0.074 -0.229 0.1493
H -1.76518 -0.94513 -4.35940 -0.352 0.075 0.317 0.1187
H -3.99374 2.19950 -3.24454 0.134 -0.308 0.078 0.2131
H -3.93535 0.79034 -2.22740 0.216 0.061 -0.085 0.2199
C -7.55001 -0.03277 -3.47316 0.111 -0.724 -0.586 0.5849
O -7.05074 -0.90379 -4.16798 0.090 0.001 0.065 -0.6536
N -8.88013 0.12730 -3.35164 -1.403 -0.163 -0.160 -0.3946
N -6.81474 0.84482 -2.76687 1.215 0.840 0.778 -0.3367
H -9.30991 0.83844 -2.78448 0.078 -0.152 -0.100 0.1653
H -9.47009 -0.51281 -3.86716 0.212 0.270 0.213 0.2365
H -5.80871 0.75902 -2.83042 -0.536 0.064 -0.180 0.3053
H -7.20763 1.56872 -2.18922 0.011 -0.159 -0.100 0.1587
C -8.48311 1.23362 3.84584 -0.262 -0.706 -0.130 0.6403
O -9.22223 0.43203 3.29642 -0.169 -0.114 -0.198 -0.6819
N -8.63775 2.56472 3.72801 -0.549 1.446 -0.457 -0.3713
N -7.44795 0.85755 4.61827 0.725 -0.809 0.638 -0.2692
H -8.03950 3.24035 4.17267 -0.055 -0.167 -0.060 0.1798
H -9.40538 2.89031 3.15505 0.308 -0.125 0.268 0.2186
H -7.29631 -0.13606 4.73334 -0.090 0.391 -0.050 0.1068
H -6.82849 1.50269 5.07887 0.236 -0.019 -0.117 0.1845
```
Forces are in eV/Å.

Output
**Total charge**: +1
**Spin multiplicity**: 1
**Lowest unoccupied orbital energy**: -5.256 eV
**Total energy**: -76073.23891 eV


[2]
Here is a 11-piece molecular cluster, C19H60N8O11 overall in a non-equilibrium geometry from the OMol25 dataset. Energies are from the ωB97M-V functional and the def2-TZVPD basis.

XYZ file:
```
98
Properties=species:S:1:pos:R:3:forces:R:3:mulliken_charge:R:1
N 0.07688 -2.20613 1.43433 -1.682 -2.776 -0.709 0.0478
C -0.15269 -1.53592 2.53616 -6.657 -2.986 4.483 0.2995
N 0.45838 -0.40670 2.47341 2.823 4.707 2.205 -0.1631
O -1.13230 -1.88103 3.45891 5.111 1.915 -4.459 -0.7587
H -0.50620 -2.97027 1.18908 -0.401 -1.198 0.300 0.1016
H 0.97003 -2.19121 1.06698 1.881 0.213 -1.067 0.1412
H 0.45131 0.13656 3.37215 0.484 -0.541 -0.969 0.3830
H 1.20361 -0.15828 1.76920 -1.177 -0.960 1.261 0.1329
N -0.54837 -1.26768 -5.54619 -0.630 -2.787 -1.643 -0.3268
C -0.73699 -0.87504 -4.28977 -2.890 -1.420 3.706 0.3588
N -0.24196 0.37467 -4.03592 0.108 0.332 1.127 0.0472
O -1.45655 -1.61881 -3.39993 3.385 3.562 -4.147 -0.6749
H -1.00949 -2.18538 -5.85370 1.359 2.126 0.697 0.3302
H 0.09528 -0.75807 -6.14905 -0.634 -0.441 0.167 0.1638
H -0.64677 0.87738 -3.24640 -0.049 -0.236 0.213 -0.3650
H 0.46122 0.93042 -4.54922 -0.987 -1.034 0.071 0.2128
N -1.10839 1.04299 0.63563 0.267 3.840 4.142 0.4021
C -1.41307 0.56776 -0.51918 -2.093 2.581 -6.052 0.5592
N -0.96720 -0.64815 -0.68201 0.585 -3.096 -1.509 1.9678
O -1.95397 1.32863 -1.50934 2.055 -2.918 3.712 -0.7752
H -1.36882 2.01902 0.88055 0.194 -1.356 -0.243 -0.2431
H -0.70136 0.45865 1.37735 -0.593 0.389 -0.293 -0.4409
H -1.16404 -1.08149 -1.59827 0.068 0.222 0.314 -0.3948
H -0.54575 -1.26447 0.07986 -0.927 1.385 -1.072 -1.2792
N 1.48654 2.89816 2.58583 -0.179 -2.487 -2.753 0.2443
C 1.98674 3.68346 3.50108 -5.455 4.530 6.016 0.6144
N 3.18541 4.11600 3.34012 5.487 2.238 -0.266 -0.3097
O 1.25342 4.22169 4.53351 2.939 -2.809 -4.998 -0.6991
H 0.49796 2.83757 2.40098 -0.243 0.153 0.416 -0.1764
H 2.04782 2.53670 1.78834 -0.638 0.540 1.209 -0.2294
H 3.46672 5.00186 3.81589 -0.565 -1.639 -0.237 0.2975
H 3.90905 3.72380 2.71785 -1.077 0.262 0.438 0.1776
C -3.44782 -4.47314 -1.20424 1.346 0.388 0.996 -1.8579
C -2.41854 -3.61552 -0.37256 -7.600 6.228 -5.081 1.8554
C -3.17832 -2.73078 0.62979 -0.397 -0.904 -0.266 -1.2807
O -1.60778 -4.28127 0.27794 7.693 -6.512 3.588 -0.7034
H -3.93035 -5.16695 -0.54685 -0.204 -0.563 0.561 0.4519
H -2.90135 -5.02298 -1.93871 0.417 -0.605 -0.709 0.3809
H -4.21718 -3.94603 -1.70435 -0.581 0.982 -0.484 0.3809
H -1.91587 -2.90821 -1.07485 -0.390 -0.355 -0.083 -0.5338
H -2.46050 -2.31829 1.32903 -0.180 0.488 0.101 0.1996
H -3.83047 -3.39629 1.22077 0.050 0.328 -0.130 0.4465
H -3.77527 -1.99004 0.10119 0.045 0.175 0.236 0.2842
H -0.97630 -4.70619 -0.36330 -0.436 0.011 1.106 0.3306
C 0.96671 -3.06654 -1.82491 1.227 -1.074 1.890 0.0664
C 0.36420 -4.15269 -2.62217 -2.536 7.672 -5.675 0.7702
C 0.94981 -4.28671 -4.00125 1.757 1.607 -0.585 -1.8520
O 0.34570 -5.26988 -2.09024 0.477 -10.546 5.865 -0.5628
H 1.96697 -3.41362 -1.50309 -0.204 0.129 -0.012 0.4169
H 0.39671 -2.91813 -0.91158 0.004 0.010 0.005 -0.6773
H 1.11495 -2.11745 -2.26900 -0.217 0.743 -0.861 -0.0986
H -0.71546 -3.99151 -2.73166 -0.150 1.914 -0.761 0.3363
H 0.30081 -4.86127 -4.60300 -0.658 -1.146 -0.700 0.5207
H 1.95978 -4.79237 -3.91146 -0.982 0.705 -0.337 0.3227
H 0.98193 -3.30624 -4.53613 0.467 -0.636 0.468 0.2642
H -0.29664 -5.85724 -2.53644 0.755 0.329 0.513 0.4948
C -1.44330 1.69311 4.10804 1.026 -0.823 -1.236 -0.7899
C -0.25497 1.48337 5.13388 -8.371 2.080 4.037 0.5868
C -0.63221 0.40969 6.12797 -2.847 -0.808 -0.123 -1.4970
O 0.87198 1.15840 4.69549 7.425 -1.684 -4.214 -0.6934
H -1.60919 0.70873 3.58706 0.073 0.941 0.172 0.0933
H -1.18537 2.51278 3.37127 -0.395 -0.878 0.691 0.0543
H -2.41872 1.93847 4.53260 0.392 0.169 0.423 0.4652
H -0.21262 2.43943 5.67495 -0.005 0.072 0.199 0.4331
H -0.02408 0.41260 6.99521 1.028 -0.188 0.641 0.4176
H -0.81766 -0.63628 5.72533 0.762 1.275 0.063 0.2179
H -1.62682 0.68935 6.50129 0.013 -0.065 0.141 0.3886
H 1.15562 1.80616 4.03390 0.357 -0.206 0.320 0.1673
C 2.55422 0.86001 -1.84436 -1.031 2.142 0.545 -2.2383
C 2.41998 1.69474 -0.49997 6.083 4.753 -6.752 0.9961
C 1.86996 3.11458 -0.69367 0.212 -0.092 -1.186 -1.1249
O 1.78852 1.15364 0.41417 -5.561 -4.847 6.315 0.4382
H 2.98990 1.50084 -2.62614 -0.149 -0.324 0.230 0.5458
H 1.55634 0.53199 -2.14276 0.006 -0.062 -0.177 0.6695
H 3.17453 0.02358 -1.68224 0.801 -1.027 -0.010 0.5459
H 3.45374 1.78774 -0.11866 0.212 0.309 -0.445 0.2158
H 2.10638 3.34512 -1.70709 0.566 1.060 -0.664 0.5123
H 2.23792 3.82862 0.02604 0.449 0.267 0.054 0.3800
H 0.79250 3.22153 -0.68743 -0.527 -0.714 0.276 0.0785
H 0.86509 1.18368 0.11028 -0.904 -0.389 0.868 -0.4729
C 3.42850 -1.86367 0.74671 0.570 -0.088 1.644 -0.9537
O 2.26712 -1.39018 0.16714 -0.992 -0.858 -0.407 0.3022
H 4.04206 -1.00318 1.05711 0.325 -0.463 -0.150 0.3026
H 3.93292 -2.52606 0.04527 0.390 -0.053 0.211 0.2658
H 3.17268 -2.41652 1.71005 0.332 0.437 -1.216 0.2753
H 2.31902 -0.48873 -0.12120 0.144 0.293 0.144 -0.1001
C -1.56585 3.82141 -3.72089 -1.484 -0.246 1.100 -0.4941
O -0.25965 3.35638 -3.43599 0.208 -0.036 -0.497 -0.4044
H -2.29269 2.96959 -3.85884 1.022 0.801 0.431 0.1922
H -1.66034 4.47899 -4.56552 0.441 0.122 -0.891 0.3484
H -1.86778 4.46600 -2.87214 -0.430 -0.586 -0.196 0.1269
H 0.20712 4.14285 -3.14529 0.344 -0.123 0.020 0.2505
C -1.73592 4.33735 0.21142 -1.554 0.443 -0.367 -0.9859
O -1.01339 4.04889 1.36903 1.473 0.502 0.529 -0.4630
H -2.11893 5.33356 0.21439 -0.879 0.847 0.646 0.5129
H -2.55112 3.63625 -0.00502 0.283 -0.028 0.579 0.3752
H -1.19335 4.38999 -0.67793 1.682 -0.669 -1.494 0.2173
H -0.29431 4.72785 1.45534 -1.064 -0.938 0.040 0.2405
```
Forces are in eV/Å.

Output
**Spin multiplicity**: 1
**SMILES**: NC(N)=O.NC(N)=O.NC(N)=O.NC(N)=O.CC(C)O.CC(C)O.CC(C)O.CC(C)O.CO.CO.CO
**Lowest unoccupied orbital energy**: -0.071 eV
**Relative energy (zero: lowest compared OMol25 entry of this formula, charge and spin)**: 926.7 kJ/mol
**Total energy**: -55114.00989 eV